[1]
The following is a DFT calculation (the ωB97M-V functional and the def2-TZVPD basis) of a structure of composition C22H41BCrN7P in a non-equilibrium geometry.

Geometry as ORCA input:
```
! RIJCOSX wB97M-V def2-TZVPD def2/J DEFGRID3
* xyz 2 5
C 3.154 0.235 -0.273
N 1.871 0.200 -0.735
N 1.930 0.022 -2.107
C 3.210 -0.078 -2.491
C 4.018 0.038 -1.361
B 0.634 0.158 -2.930
N -0.338 -0.981 -2.532
N -0.915 -1.079 -1.273
C -1.883 -2.042 -1.379
C -1.843 -2.603 -2.679
C -0.860 -1.895 -3.369
Cr 0.114 0.384 0.104
N -0.082 1.488 -2.496
N -0.440 1.714 -1.185
C -1.059 2.929 -1.111
C -1.024 3.490 -2.387
C -0.403 2.562 -3.225
H -1.469 3.305 -0.187
H -0.161 2.593 -4.270
H -1.394 4.450 -2.663
H 0.889 0.149 -4.104
H -0.487 -1.992 -4.370
H 3.457 -0.248 -3.528
H -2.416 -3.416 -3.067
H 5.092 -0.027 -1.295
H -2.606 -2.309 -0.629
H 3.393 0.466 0.757
H -1.830 -0.772 1.733
C -2.042 -1.516 2.508
H -2.893 -2.112 2.174
H -1.178 -2.157 2.637
H -2.271 -1.035 3.462
C -0.570 3.446 2.796
C -0.897 2.042 3.283
C -1.299 1.968 4.746
C -2.052 1.634 2.384
P 0.807 0.825 3.184
N 0.778 1.025 1.581
C 2.350 1.783 4.095
C 2.386 1.241 5.529
C 3.679 1.606 3.373
C 2.144 3.287 4.186
C 1.375 -1.195 3.187
C 0.653 -1.758 4.406
C 1.084 -1.882 1.853
C 2.859 -1.469 3.380
H -1.495 4.022 2.682
H -0.072 3.434 1.823
H 0.033 4.026 3.489
H -2.201 2.578 4.900
H -1.543 0.936 5.030
H -0.523 2.337 5.426
H -1.749 1.426 1.346
H -2.615 0.786 2.763
H -2.766 2.463 2.328
H 2.621 0.175 5.607
H 3.158 1.785 6.093
H 1.432 1.416 6.040
H 3.634 1.979 2.346
H 4.443 2.193 3.904
H 4.056 0.582 3.356
H 2.049 3.747 3.199
H 1.297 3.560 4.819
H 3.034 3.728 4.663
H 0.773 -2.850 4.439
H 1.105 -1.356 5.319
H -0.414 -1.532 4.436
H 1.827 -1.594 1.110
H 1.142 -2.969 1.961
H 0.113 -1.655 1.382
H 3.476 -1.117 2.550
H 3.261 -1.090 4.319
H 2.989 -2.561 3.409
*
```

Properties
Relative energy (zero: lowest compared OMol25 entry of this formula, charge and spin)   0.0 kJ/mol
HOMO-LUMO gap (spin up / spin down)   7.718 / 5.478 eV
Lowest unoccupied orbital energy (spin up / spin down)   -6.90 / -9.13 eV
HOMO energy (spin up / spin down)   -14.62 / -14.61 eV

[2]
The following is a DFT calculation (the ωB97M-V functional and the def2-TZVPD basis) of an isolated molecule of C5H9NS in a non-equilibrium geometry.

Geometry as ORCA input:
```
! RIJCOSX wB97M-V def2-TZVPD def2/J DEFGRID3
* xyz 0 1
C -2.128 -0.105 -0.406
N -1.148 0.322 0.538
C 0.030 -0.496 0.753
C 1.056 -1.336 -0.025
S 2.359 -0.112 -0.122
C 1.263 1.519 0.122
C 0.012 0.811 -0.091
H -1.658 -0.490 -1.382
H -2.563 -1.015 0.093
H -2.840 0.689 -0.463
H 0.286 -0.384 1.899
H 0.862 -1.830 -0.993
H 1.241 -2.148 0.697
H 1.460 1.760 1.133
H 1.626 2.319 -0.648
H 0.142 0.496 -1.106
*
```

Properties
Relative energy (zero: lowest compared OMol25 entry of this formula, charge and spin)   419.2 kJ/mol
HOMO-LUMO gap   9.334 eV
Lowest unoccupied orbital energy   0.91 eV
HOMO energy   -8.42 eV
SMILES   CN1[C@H]2CSC[C@@H]21

[3]
The following is a DFT calculation (the ωB97M-V functional and the def2-TZVPD basis) of a structure of composition C26H25F6OSi in a non-equilibrium geometry.

Geometry as ORCA input:
```
! RIJCOSX wB97M-V def2-TZVPD def2/J DEFGRID3
* xyz 1 1
C 3.991 -1.612 1.535
Si 2.817 -0.211 1.196
C 2.729 0.870 2.703
C 3.600 0.800 -0.187
C 1.016 -0.742 0.423
C 0.662 -0.909 1.774
O 1.074 -1.944 -0.394
C -0.116 -2.639 -0.520
C -1.272 -2.253 0.161
C -2.293 -3.187 0.349
C -2.216 -4.424 -0.306
C -1.157 -4.688 -1.190
C -0.087 -3.801 -1.305
H 5.021 -1.217 1.576
H 3.739 -2.077 2.498
H 3.895 -2.334 0.709
H 3.454 1.687 2.586
H 1.741 1.314 2.863
H 3.001 0.280 3.589
H 4.668 0.884 0.086
H 3.547 0.287 -1.161
H 3.215 1.828 -0.304
H 0.542 -1.933 2.176
H 0.299 -0.120 2.429
H -1.324 -1.279 0.650
H -3.118 -2.909 1.010
H -3.020 -5.154 -0.162
H -1.180 -5.599 -1.797
H 0.770 -3.956 -1.958
F -3.230 0.103 -5.579
C -1.876 0.329 -5.572
F -1.309 -0.577 -6.413
F -1.697 1.567 -6.141
C -1.320 0.278 -4.167
C -0.204 -0.481 -3.838
C 0.324 -0.387 -2.552
C -0.299 0.360 -1.540
C 0.394 0.512 -0.169
C -0.376 1.438 0.786
C -1.676 1.144 1.218
C -2.258 1.878 2.263
C -1.607 3.000 2.756
C -2.170 3.791 3.904
F -1.434 3.517 5.033
F -2.110 5.145 3.703
F -3.471 3.492 4.167
C -0.395 3.402 2.221
C 0.213 2.636 1.234
C -1.431 1.095 -1.909
C -1.939 1.050 -3.200
H 0.276 -1.123 -4.572
H 1.274 -0.869 -2.352
H 1.296 1.107 -0.429
H -2.250 0.353 0.735
H -3.223 1.575 2.661
H 0.086 4.314 2.579
H 1.156 2.988 0.803
H -1.908 1.781 -1.197
H -2.834 1.623 -3.465
*
```

Properties
Relative energy (zero: lowest compared OMol25 entry of this formula, charge and spin)   49.8 kJ/mol
HOMO-LUMO gap   6.214 eV
Lowest unoccupied orbital energy   -5.70 eV
HOMO energy   -11.91 eV

[4]
The following is a DFT calculation (the ωB97M-V functional and the def2-TZVPD basis) of a cluster of 2 separate species, C49H87NO4P in total in a non-equilibrium geometry.

Geometry as ORCA input:
```
! RIJCOSX wB97M-V def2-TZVPD def2/J DEFGRID3
* xyz 1 1
C -0.217 -3.586 3.058
C 1.419 -3.605 3.259
C 2.078 -2.774 2.014
C 2.883 -1.409 2.416
C 2.344 -0.628 3.747
C 0.740 -0.301 3.776
C 0.070 0.061 2.325
C 0.237 1.672 1.953
C 0.094 1.782 0.323
C -1.307 2.587 -0.102
C -1.756 1.940 -1.561
C -3.110 1.003 -1.479
C -2.832 -0.493 -0.796
C -4.266 -1.324 -0.726
C -4.079 -2.930 -0.389
C -3.249 -3.240 0.991
C -4.104 -4.162 2.089
C -5.331 -3.226 2.700
C -5.533 -3.365 4.321
C -5.851 -1.908 5.078
C -7.055 -1.210 4.156
C -8.595 -1.825 4.334
C -9.797 -1.199 3.411
C -9.416 0.002 2.358
C -7.888 0.663 2.200
C -6.701 0.024 3.132
C -5.175 0.632 2.975
N -4.950 1.807 3.901
C -7.657 1.903 1.101
O -6.837 2.949 1.345
C -8.563 1.756 -0.296
C -9.950 1.160 -0.142
C -10.966 0.898 -1.430
C -10.886 -0.744 -1.723
O -10.106 -1.284 -2.692
O -11.674 -1.717 -0.896
C -10.558 0.673 1.338
O -11.849 0.765 1.678
H -0.825 -3.529 4.056
H -0.598 -2.707 2.364
H -0.512 -4.588 2.487
H 1.744 -4.746 3.123
H 1.785 -3.296 4.326
H 1.241 -2.623 1.198
H 2.880 -3.500 1.508
H 2.758 -0.655 1.498
H 4.028 -1.661 2.471
H 2.915 0.419 3.782
H 2.732 -1.223 4.689
H 0.612 0.674 4.452
H 0.189 -1.160 4.373
H 0.389 -0.631 1.437
H -1.106 -0.101 2.454
H 1.211 2.140 2.402
H -0.707 2.205 2.452
H 0.010 0.730 -0.228
H 1.065 2.317 -0.072
H -2.141 2.511 0.715
H -1.000 3.712 -0.251
H -0.865 1.384 -2.114
H -2.004 2.880 -2.253
H -3.502 0.903 -2.601
H -3.977 1.573 -0.889
H -2.022 -1.064 -1.439
H -2.447 -0.303 0.308
H -4.790 -1.142 -1.768
H -5.009 -0.861 0.083
H -3.495 -3.391 -1.321
H -5.096 -3.521 -0.317
H -2.259 -3.825 0.675
H -2.933 -2.186 1.442
H -3.353 -4.371 2.975
H -4.498 -5.161 1.588
H -5.099 -2.129 2.366
H -6.327 -3.547 2.148
H -6.527 -4.004 4.491
H -4.605 -3.848 4.849
H -6.320 -2.054 6.153
H -4.872 -1.266 5.119
H -8.871 -2.689 5.083
H -10.931 -1.563 3.424
H -5.070 0.935 1.827
H -4.378 -0.226 3.148
H -5.725 1.848 4.610
H -5.038 2.661 3.273
H -8.162 2.093 -1.362
H -10.591 1.421 -2.409
H -12.068 1.237 -1.224
H -11.065 -1.960 -0.118
C 4.735 -2.086 -0.783
C 4.144 -0.717 -1.067
C 4.042 -0.412 -2.557
C 5.358 -0.045 -3.249
P 6.030 1.580 -3.000
C 4.663 2.735 -3.313
C 3.866 2.673 -4.619
C 4.546 3.162 -5.897
C 5.219 4.522 -5.792
C 7.236 1.945 -4.247
C 8.575 1.223 -4.365
C 9.572 1.465 -3.256
C 9.804 2.924 -2.898
C 6.489 2.016 -1.341
C 7.591 1.420 -0.475
C 7.789 -0.092 -0.511
C 7.374 -0.771 0.783
H 5.722 -2.207 -1.236
H 4.834 -2.237 0.296
H 4.087 -2.875 -1.172
H 4.723 0.055 -0.553
H 3.140 -0.680 -0.629
H 3.320 0.398 -2.694
H 3.613 -1.286 -3.062
H 5.160 -0.112 -4.328
H 6.114 -0.812 -3.068
H 5.030 3.753 -3.143
H 3.948 2.563 -2.501
H 2.962 3.280 -4.476
H 3.518 1.648 -4.786
H 3.789 3.218 -6.691
H 5.260 2.420 -6.252
H 4.475 5.318 -5.713
H 5.825 4.710 -6.684
H 5.889 4.598 -4.932
H 7.407 3.025 -4.274
H 6.743 1.704 -5.189
H 9.031 1.533 -5.313
H 8.387 0.144 -4.452
H 10.534 1.020 -3.541
H 9.258 0.906 -2.386
H 10.337 3.445 -3.698
H 10.408 2.992 -1.986
H 8.870 3.461 -2.702
H 5.570 1.986 -0.748
H 6.720 3.094 -1.394
H 7.413 1.742 0.559
H 8.537 1.903 -0.726
H 8.852 -0.315 -0.652
H 7.275 -0.539 -1.360
H 8.049 -0.491 1.600
H 7.423 -1.860 0.669
H 6.359 -0.495 1.074
*
```

Properties
HOMO-LUMO gap   7.007 eV
Lowest unoccupied orbital energy   -3.02 eV
HOMO energy   -10.03 eV

[5]
The following is a DFT calculation (the ωB97M-V functional and the def2-TZVPD basis) of a structure of composition C10H10CdClF5OTe in a non-equilibrium geometry.

Geometry as ORCA input:
```
! RIJCOSX wB97M-V def2-TZVPD def2/J DEFGRID3
* xyz -2 1
C 1.413 -2.185 1.840
C 1.483 -2.218 0.411
C 0.133 -2.184 -0.100
H 2.404 -2.271 -0.195
C -0.758 -2.141 1.023
C 0.039 -2.141 2.211
H -0.333 -2.072 3.239
H 2.269 -2.148 2.539
H -0.163 -2.219 -1.165
H -1.860 -2.089 0.981
Cd 0.512 0.085 0.811
Cl 1.422 1.220 2.721
C 0.633 2.773 -3.747
C -0.598 2.132 -4.091
C -0.287 0.896 -4.740
H -1.605 2.526 -3.903
C 1.137 0.773 -4.797
C 1.706 1.933 -4.184
H 2.777 2.147 -4.080
H 0.737 3.745 -3.249
H -1.013 0.175 -5.137
H 1.694 -0.058 -5.247
F -3.335 1.277 3.764
Te -1.643 0.477 4.071
F -0.894 2.200 4.354
F -0.031 -0.358 4.621
F -2.025 0.425 5.906
F -2.429 -1.235 3.918
O -1.383 0.534 2.223
*
```

Properties
Relative energy (zero: lowest compared OMol25 entry of this formula, charge and spin)   0.0 kJ/mol
HOMO-LUMO gap   5.123 eV
Lowest unoccupied orbital energy   4.28 eV
HOMO energy   -0.85 eV

[6]
The following is a DFT calculation (the ωB97M-V functional and the def2-TZVPD basis) of a cluster of 2 separate species, C2H4O4 in total in a non-equilibrium geometry.

Geometry as ORCA input:
```
! RIJCOSX wB97M-V def2-TZVPD def2/J DEFGRID3
* xyz 0 1
C 0.126 1.677 0.062
C -0.672 0.726 -0.158
O 1.021 -1.091 -0.496
O -1.977 -1.138 0.053
O 0.691 -1.706 0.771
O -1.662 0.088 -0.470
H -0.187 2.538 0.707
H 1.032 1.891 -0.676
H 1.899 -1.181 -0.560
H -0.271 -1.803 0.766
*
```

Properties
Relative energy (zero: lowest compared OMol25 entry of this formula, charge and spin)   998.4 kJ/mol
HOMO-LUMO gap   9.599 eV
Lowest unoccupied orbital energy   -0.05 eV
HOMO energy   -9.65 eV